No. 1
Entry from OMol25: a 9-piece molecular cluster, C27H54O9 overall in a non-equilibrium geometry (ωB97M-V/def2-TZVPD).

Each line ends with the Mulliken charge.
Element x y z (Å)
C: -2.82209 1.00920 4.39281  -0.895
C: -1.55855 0.60195 5.09846  0.912
O: -0.92638 1.33165 5.90659  -0.629
C: -1.06527 -0.80282 4.82477  -0.519
H: -3.69494 0.47161 4.76326  0.422
H: -2.75739 0.81476 3.32224  -0.052
H: -3.03427 2.06777 4.54276  0.304
H: -1.23730 -1.12250 3.79700  -0.115
H: -1.58791 -1.44294 5.53555  0.517
H: -0.01679 -0.90569 5.10438  0.111
C: -1.79533 -0.78852 -5.74963  -1.151
C: -0.35990 -0.68965 -5.35526  0.811
O: 0.11106 0.25714 -4.78665  -0.527
C: 0.46960 -1.95938 -5.67510  -0.970
H: -2.26549 -1.77142 -5.78090  0.360
H: -1.77641 -0.46475 -6.79026  0.383
H: -2.33462 -0.07049 -5.13182  0.241
H: 0.00445 -2.62676 -6.40060  0.379
H: 0.56925 -2.56613 -4.77509  0.162
H: 1.49410 -1.67840 -5.91911  0.330
C: 1.39450 2.72673 3.76162  -0.206
C: 0.52403 3.91959 4.09556  0.492
O: 0.65725 4.49781 5.15590  -0.597
C: -0.59857 4.30795 3.12603  -0.806
H: 2.37976 3.06164 3.43725  0.433
H: 0.91056 2.20870 2.93365  -0.272
H: 1.40949 2.05967 4.62355  0.227
H: -0.27988 4.36518 2.08523  0.223
H: -0.85771 5.31874 3.44107  0.394
H: -1.47920 3.66845 3.18627  0.081
C: 2.78690 -0.61106 3.53156  -1.551
C: 1.98847 -0.28124 2.29402  0.484
O: 0.77910 -0.39523 2.24418  0.033
C: 2.72793 0.32789 1.11967  -0.910
H: 2.89193 0.27460 4.15820  0.264
H: 3.81211 -0.89552 3.29464  0.428
H: 2.29277 -1.34043 4.17340  0.360
H: 3.22269 -0.48043 0.58121  0.562
H: 3.49174 1.04181 1.42790  0.560
H: 2.07746 0.81045 0.39021  -0.181
C: 0.86665 -4.14660 1.12230  -0.696
C: -0.46439 -3.61345 1.67245  0.513
O: -0.98058 -3.99320 2.72196  -0.619
C: -1.12974 -2.59030 0.77865  -0.004
H: 1.49634 -3.27184 0.95976  -0.134
H: 0.77099 -4.74921 0.21908  0.380
H: 1.38495 -4.78957 1.83367  0.397
H: -2.09345 -2.26150 1.16757  0.305
H: -1.37105 -3.05773 -0.17601  0.560
H: -0.46126 -1.74538 0.61322  -0.649
C: 1.58565 -1.64923 -1.56300  1.375
C: 2.92411 -2.10404 -2.17495  0.686
O: 3.60636 -1.33410 -2.83125  -0.556
C: 3.13269 -3.57388 -2.02162  -1.261
H: 1.68087 -1.79179 -0.48657  -1.260
H: 0.79241 -2.29854 -1.93350  0.548
H: 1.44816 -0.58348 -1.74568  -0.558
H: 4.08884 -3.82152 -2.48265  0.382
H: 2.36085 -4.00694 -2.65787  0.305
H: 3.06825 -3.90014 -0.98359  0.271
C: 4.70864 2.05386 -1.48875  -0.433
C: 3.73607 2.85279 -2.33776  0.488
O: 4.09612 3.91675 -2.84708  -0.613
C: 2.41024 2.28371 -2.65964  -0.162
H: 4.99687 1.16964 -2.05722  0.238
H: 4.22431 1.68414 -0.58495  -0.204
H: 5.59276 2.61656 -1.18909  0.364
H: 1.90099 2.86610 -3.42748  0.389
H: 1.89240 2.21177 -1.70320  -0.204
H: 2.54875 1.29683 -3.10120  0.232
C: -4.37160 -0.96533 -2.55484  -1.112
C: -4.91828 -0.65634 -1.14007  0.885
O: -4.69727 -1.45115 -0.24568  -0.553
C: -5.66166 0.66206 -0.85629  -1.162
H: -4.28379 -0.04283 -3.12875  0.301
H: -5.10241 -1.56781 -3.09432  0.437
H: -3.37026 -1.37989 -2.67126  0.246
H: -5.89385 0.63435 0.20833  0.309
H: -6.55020 0.72457 -1.48452  0.413
H: -5.05724 1.51853 -1.15500  0.286
C: -1.45942 1.60616 -1.70050  -0.230
C: -1.03847 1.87162 -0.30717  0.489
O: -0.10038 2.66321 -0.06639  -0.658
C: -1.70375 1.09670 0.76057  0.305
H: -0.72654 0.95011 -2.17016  -0.115
H: -1.44040 2.54976 -2.24582  0.455
H: -2.39794 1.05190 -1.70922  -0.304
H: -1.41877 0.06052 0.57830  -0.139
H: -2.77456 1.25812 0.63640  0.595
H: -1.39416 1.49607 1.72637  -0.619

- energy relative to the best compared isomer or geometry (same formula, charge and spin) (kJ/mol) = 134.4
- structure (SMILES) = CC(C)=O.CC(C)=O.CC(C)=O.CC(C)=O.CC(C)=O.CC(C)=O.CC(C)=O.CC(C)=O.CC(C)=O
- Kohn-Sham gap (eV) = 9.16
- net charge = 0
- E_HOMO (eV) = -9.137



No. 2
Entry from OMol25: one molecule with the formula C20H16F3N5O (ωB97M-V/def2-TZVPD).

Each line ends with the Mulliken charge.
Element x y z (Å)
N: -2.77698 -0.25611 2.20191  -0.429
C: -1.70996 -0.57729 2.45851  0.364
C: -0.38465 -1.02912 2.78716  -0.646
H: -0.47323 -1.74929 3.60498  0.379
H: 0.21142 -0.18070 3.13420  0.321
C: 0.31661 -1.69952 1.58665  -0.513
N: 0.91636 -0.73896 0.70691  1.165
C: 0.33854 0.12461 -0.17576  -0.293
C: 1.34632 0.93222 -0.65650  -0.868
C: 2.52043 0.48115 -0.01522  0.351
N: 2.23253 -0.52423 0.80203  -1.256
C: 3.88243 0.96944 -0.16466  0.808
C: 4.18000 2.04382 -1.00051  -0.461
C: 5.48183 2.49119 -1.12633  -0.709
C: 6.50369 1.87598 -0.42275  -0.385
C: 6.21683 0.80700 0.41141  -0.611
C: 4.91821 0.35640 0.54036  -0.363
H: 4.67910 -0.47477 1.18508  0.420
H: 7.01146 0.32451 0.96218  0.371
H: 7.51974 2.22844 -0.52401  0.383
H: 5.70128 3.32523 -1.77730  0.383
H: 3.39213 2.53270 -1.55272  0.293
H: 1.23587 1.72203 -1.36915  0.510
N: -1.02394 0.18392 -0.39580  0.155
C: -1.79013 -0.88136 -0.81340  0.719
C: -1.18742 -2.06227 -1.26766  -0.838
C: -1.93063 -3.17377 -1.59994  -0.629
C: -3.31230 -3.14236 -1.49017  -0.808
C: -3.92870 -1.98197 -1.06717  -0.289
C: -3.19360 -0.84670 -0.74292  -0.041
N: -3.94589 0.26859 -0.29944  0.084
C: -3.72034 1.57204 -0.46312  0.341
O: -2.79810 2.11205 -1.04091  -0.750
C: -4.85811 2.44689 0.13357  0.819
F: -4.42765 3.65279 0.48469  -0.238
F: -5.84176 2.61271 -0.76989  -0.262
F: -5.43544 1.89134 1.21204  -0.275
H: -4.78312 0.00142 0.20465  0.249
H: -5.00530 -1.94392 -0.98557  0.425
H: -3.90271 -4.00955 -1.73846  0.381
H: -1.43183 -4.06600 -1.94610  0.432
H: -0.11219 -2.08114 -1.37170  0.477
H: -1.37892 1.10678 -0.64044  0.256
H: 1.14112 -2.31268 1.95797  0.372
H: -0.39296 -2.33154 1.04331  0.204

- structure (SMILES) = N#CCCn1nc(-c2ccccc2)cc1Nc1ccccc1NC(=O)C(F)(F)F
- Kohn-Sham gap (eV) = 8.60
- net charge = 0
- E_HOMO (eV) = -7.982



No. 3
Entry from OMol25: C20H32MnN6O6P2 as an isolated structure (ωB97M-V/def2-TZVPD).

Each line ends with the Löwdin spin population.
Element x y z (Å)
Mn: 0.00694 -1.07089 0.26350  4.676
N: -3.62066 0.04699 0.98792  0.000
C: -3.69022 -1.05466 0.00582  0.001
C: -5.15318 -1.32515 -0.34514  0.000
P: -2.79803 -0.42697 -1.46123  0.007
O: -3.47322 -0.98451 -2.78363  0.003
O: -3.20370 1.09170 -1.48638  0.001
O: -1.34882 -0.74816 -1.42878  0.043
P: -2.83979 -2.59238 0.53855  0.009
O: -3.79270 -3.04877 1.76186  0.002
O: -2.87866 -3.57558 -0.57486  0.001
O: -1.51461 -2.17127 1.14205  0.058
H: -3.44671 1.31971 -0.56079  0.000
H: -2.72963 0.02918 1.47628  0.000
H: -4.34730 -0.07591 1.68422  0.000
H: -5.62195 -0.42951 -0.75766  0.000
H: -5.68689 -1.61764 0.56037  0.000
H: -5.23454 -2.13221 -1.06922  0.000
H: -3.00228 -1.76434 -3.09932  0.000
H: -4.01429 -3.98157 1.69877  0.000
N: 4.21731 -2.10069 -0.45522  0.003
C: 4.57583 -0.96184 0.23648  0.001
C: 3.43586 -0.50866 0.82269  0.004
N: 2.39586 -1.34465 0.51434  0.032
C: 2.88983 -2.27793 -0.26364  0.006
C: 1.98263 -3.24023 -0.85149  0.006
N: 0.70538 -2.94770 -0.92386  0.024
C: 0.07458 -4.06631 -1.41231  0.003
C: 1.00054 -5.03328 -1.65056  0.000
N: 2.22014 -4.49382 -1.29553  0.003
H: 4.81488 -2.62872 -1.06644  0.000
H: 5.58521 -0.59107 0.23638  0.000
H: 3.28444 0.37411 1.42032  0.000
H: -0.99958 -4.09336 -1.51576  0.000
H: 0.91251 -6.03354 -2.03519  0.000
H: 3.09819 -4.98140 -1.27664  0.000
C: 2.18857 1.33980 -3.51138  0.000
C: 1.75407 1.99056 -2.22343  0.002
C: 1.91069 3.36141 -2.02940  0.006
C: 1.51437 3.92495 -0.82426  0.000
C: 1.62994 5.41156 -0.60285  0.000
C: 0.97798 3.13106 0.18178  0.006
C: 0.80561 1.73577 0.03845  0.009
C: 1.21681 1.21585 -1.21474  0.018
N: 0.29707 0.86099 0.96782  0.044
C: 0.08610 1.27461 2.36033  0.008
C: -1.06564 2.28461 2.53058  0.001
C: -0.29804 0.01627 3.14728  0.008
C: 1.36915 1.80083 3.03145  0.001
H: 2.34160 2.08059 -4.29638  0.000
H: 1.44328 0.62207 -3.85959  0.000
H: 3.12995 0.79911 -3.37875  0.000
H: 2.32986 3.98179 -2.81399  0.001
H: 2.28191 5.87246 -1.34519  0.000
H: 2.02935 5.63615 0.38762  0.000
H: 0.65120 5.89175 -0.67636  0.000
H: 0.67570 3.63089 1.08823  0.000
H: 1.10905 0.15494 -1.42858  0.007
H: -1.91899 1.97333 1.92674  0.000
H: -0.80427 3.29395 2.22164  0.000
H: -1.38148 2.33278 3.57613  0.000
H: -1.23497 -0.42812 2.80509  0.001
H: -0.39916 0.24301 4.21008  0.001
H: 0.47797 -0.74788 3.03841  0.003
H: 1.85239 2.60462 2.48125  0.000
H: 2.08631 0.98353 3.14036  0.000
H: 1.14030 2.16780 4.03571  0.000

- energy relative to the best compared isomer or geometry (same formula, charge and spin) (kJ/mol) = 51.0
- Kohn-Sham gap (spin up / spin down) (eV) = 6.14 / 6.25
- net charge = 0
- 2S+1 = 6
- E_HOMO (spin up / spin down) (eV) = -6.163 / -6.277



No. 4
Entry from OMol25: C8H18O as an isolated structure in a non-equilibrium geometry (ωB97M-V/def2-TZVPD).

Each line ends with the Mulliken charge.
Element x y z (Å)
C: -0.89020 0.41818 0.75192  1.240
C: -0.15440 -0.20107 -1.49219  0.085
C: 1.69249 -0.27967 -1.00653  -0.609
C: -0.87114 1.74002 1.48643  -1.598
C: 0.64920 -0.68592 1.34580  -1.496
C: -2.10591 -0.41692 1.09687  -1.422
C: -0.70528 -1.59955 -1.61660  -1.472
C: 2.15942 1.16243 -0.95114  -1.047
O: -0.70348 0.66490 -0.58612  -0.373
H: -0.12274 0.34152 -2.43742  0.545
H: 1.94208 -0.73522 -1.96636  0.428
H: 2.23328 -0.89916 -0.30315  0.452
H: -3.01917 0.14400 0.87481  0.387
H: -2.14642 -1.34883 0.54233  0.301
H: -1.78307 2.31051 1.30207  0.400
H: -0.79200 1.56897 2.55781  0.368
H: -0.01927 2.34371 1.17172  0.301
H: 1.49702 -0.05614 1.59635  0.311
H: 0.86008 -1.68932 0.99037  0.378
H: 0.08468 -0.89076 2.25152  0.545
H: -2.10943 -0.63910 2.16572  0.394
H: -1.77754 -1.60215 -1.83439  0.384
H: -0.53964 -2.17245 -0.70481  0.265
H: -0.18477 -2.10344 -2.43119  0.417
H: 1.68144 1.77436 -1.71613  0.300
H: 3.24226 1.22227 -1.08479  0.389
H: 1.88252 1.62883 -0.00290  0.126

- energy relative to the best compared isomer or geometry (same formula, charge and spin) (kJ/mol) = 350.7
- Kohn-Sham gap (eV) = 9.57
- net charge = 0
- E_HOMO (eV) = -8.667



No. 5
Entry from OMol25: one molecule with the formula CH3NO3 in a non-equilibrium geometry (ωB97M-V/def2-TZVPD).

Each line ends with the Mulliken charge.
Element x y z (Å)
C: 0.86969 -0.63522 0.04344  0.223
N: -0.35622 -0.09207 -0.25258  0.117
O: 1.87513 0.01052 0.11031  -0.527
O: -0.23840 1.52201 0.03451  -0.467
O: -1.58446 -0.42895 0.29853  -0.344
H: 0.84220 -1.85758 0.00080  0.254
H: 0.82295 1.50567 0.07097  0.374
H: -2.23090 -0.02438 -0.30599  0.370

- energy relative to the best compared isomer or geometry (same formula, charge and spin) (kJ/mol) = 303.0
- structure (SMILES) = O=CN(O)O
- Kohn-Sham gap (eV) = 10.71
- net charge = 0
- E_HOMO (eV) = -10.294